[1]
A cluster of 10 separate species, C52H63F8N10O8S2 in total in a non-equilibrium geometry. Source: the OMol25 dataset; level of theory: ωB97M-V with the def2-TZVPD basis set.

Geometry as ORCA input:
```
! wB97M-V def2-TZVPD RIJCOSX def2/J DEFGRID3
* xyz 3 1
C -2.109 -4.651 -8.360
N -2.356 -3.841 -7.128
C -2.283 -4.434 -5.935
C -2.596 -3.693 -4.732
C -3.013 -2.362 -4.854
C -2.939 -1.726 -6.098
C -2.659 -2.566 -7.216
C -3.503 -1.546 -3.652
C -3.263 -0.131 -3.450
C -3.674 0.479 -2.302
N -4.488 -0.208 -1.468
C -4.884 -1.477 -1.707
C -4.330 -2.181 -2.754
C -4.889 0.559 -0.281
H -3.059 -5.043 -8.724
H -1.416 -5.486 -8.265
H -1.635 -3.951 -9.048
H -1.915 -5.444 -5.826
H -2.628 -4.168 -3.763
H -3.195 -0.677 -6.121
H -2.625 -2.057 -8.168
H -2.722 0.361 -4.244
H -3.433 1.476 -1.963
H -5.594 -1.936 -1.035
H -4.625 -3.218 -2.816
H -4.088 1.096 0.227
H -5.275 -0.108 0.491
H -5.730 1.219 -0.489
C 4.043 -0.344 -1.102
N 3.236 -1.583 -1.071
C 3.807 -2.833 -1.280
C 2.950 -3.960 -1.327
C 1.632 -3.868 -1.009
C 1.115 -2.574 -0.820
C 1.918 -1.444 -0.910
C 0.731 -5.090 -0.937
C -0.515 -5.055 -1.486
C -1.380 -6.170 -1.373
N -0.982 -7.317 -0.703
C 0.305 -7.409 -0.204
C 1.177 -6.310 -0.353
C -1.982 -8.358 -0.454
H 4.925 -0.340 -1.742
H 4.405 -0.173 -0.088
H 3.463 0.566 -1.253
H 4.865 -2.790 -1.494
H 3.301 -4.968 -1.497
H 0.065 -2.323 -0.790
H 1.483 -0.456 -0.888
H -0.882 -4.187 -2.014
H -2.372 -6.197 -1.800
H 0.513 -8.294 0.378
H 2.104 -6.398 0.196
H -2.315 -8.664 -1.445
H -2.857 -8.065 0.126
H -1.516 -9.226 0.012
N 0.117 1.567 0.139
S 1.043 1.998 1.254
O 2.320 1.256 1.248
O 0.470 2.508 2.538
F 1.503 3.381 0.537
S -0.685 0.412 1.101
O -1.781 0.933 1.996
O 0.095 -0.802 1.464
F -1.484 -0.088 -0.242
N -1.769 3.246 -0.950
C -2.817 3.660 -0.181
C -3.680 4.367 -1.023
C -3.077 4.434 -2.259
C -1.905 3.702 -2.236
H -0.997 2.707 -0.584
H -2.828 3.444 0.877
H -4.610 4.821 -0.716
H -3.480 4.902 -3.145
H -1.063 3.532 -2.891
N -0.445 -2.101 6.091
C -1.432 -1.516 5.309
C -1.010 -0.184 5.050
C 0.296 -0.161 5.665
C 0.613 -1.299 6.336
H -0.375 -3.057 6.408
H -2.298 -2.023 4.910
H -1.479 0.526 4.386
H 0.913 0.726 5.659
H 1.446 -1.613 6.947
N 2.451 7.411 -1.204
C 1.391 6.993 -2.008
C 0.604 6.300 -1.181
C 1.195 6.293 0.071
C 2.411 6.896 0.039
H 3.187 7.980 -1.597
H 1.179 7.364 -3.000
H -0.361 5.885 -1.430
H 0.677 5.716 0.824
H 3.185 7.173 0.741
N 1.438 -2.880 3.542
C 1.236 -3.816 2.573
C 2.107 -4.907 2.708
C 2.875 -4.614 3.839
C 2.414 -3.366 4.336
H 0.897 -2.042 3.699
H 0.435 -3.754 1.852
H 2.025 -5.803 2.110
H 3.656 -5.184 4.320
H 2.603 -2.875 5.279
N 1.138 2.070 -2.231
C 1.861 3.160 -2.639
C 2.099 3.057 -4.024
C 1.464 1.921 -4.485
C 0.857 1.359 -3.359
H 0.798 1.879 -1.299
H 2.126 3.983 -1.992
H 2.640 3.845 -4.528
H 1.333 1.451 -5.448
H 0.339 0.415 -3.279
C -3.571 4.455 4.607
C -3.116 3.106 4.086
O -3.879 2.039 4.581
C -4.877 1.528 3.871
O -5.263 2.005 2.828
C -5.423 0.184 4.323
F -4.933 -0.750 3.421
F -5.096 -0.166 5.557
F -6.777 0.192 4.206
H -3.647 4.424 5.694
H -4.559 4.709 4.223
H -2.899 5.265 4.325
H -2.078 2.964 4.388
H -3.043 3.012 3.002
C 9.113 5.183 3.484
C 8.396 3.826 3.271
O 7.149 4.079 2.729
C 6.300 3.094 2.561
O 6.623 1.927 2.816
C 4.877 3.441 1.999
F 4.697 4.805 1.975
F 4.699 2.987 0.759
F 3.914 2.915 2.762
H 10.121 4.926 3.808
H 8.717 5.725 4.343
H 9.106 5.866 2.635
H 8.310 3.396 4.270
H 8.966 3.222 2.565
*
```

The LUMO energy is -9.193 eV. The value obtained for the HOMO energy is -11.996 eV. As for the total energy: -129607.24121 eV.

Results of the Mulliken charge analysis, in e, for atoms 1 through 8: -0.86, 0.10, -0.49, -0.32, 0.86, -0.75, -0.32, 1.31

[2]
A structure of composition C52H65As4N4PPbTe. Source: the OMol25 dataset; level of theory: ωB97M-V with the def2-TZVPD basis set.

Geometry as ORCA input:
```
! wB97M-V def2-TZVPD RIJCOSX def2/J DEFGRID3
* xyz 2 1
Pb -0.868 0.506 0.695
C 2.050 3.371 2.348
As 0.342 3.651 1.445
C -0.669 4.205 3.025
C 0.837 5.380 0.632
C -0.019 5.967 -0.496
C 0.727 7.208 -1.022
C -0.081 5.020 -1.715
As -1.269 3.466 -1.859
C -2.180 3.782 -3.529
C -2.731 3.353 -0.600
C -1.433 6.344 -0.021
As -1.733 8.160 0.744
C -0.935 7.940 2.522
C -3.577 7.769 1.282
H 2.339 4.275 2.886
H 2.820 3.124 1.619
H 1.955 2.548 3.055
H -0.151 5.006 3.552
H -0.750 3.342 3.687
H -1.672 4.536 2.762
H 1.849 5.216 0.251
H 0.922 6.104 1.445
H 1.679 6.923 -1.473
H 0.939 7.905 -0.211
H 0.135 7.739 -1.769
H 0.908 4.614 -1.939
H -0.392 5.607 -2.584
H -2.737 4.717 -3.465
H -2.857 2.954 -3.729
H -1.442 3.845 -4.327
H -3.370 4.226 -0.715
H -2.360 3.301 0.421
H -3.285 2.446 -0.842
H -1.814 5.602 0.686
H -2.114 6.347 -0.881
H 0.151 8.004 2.472
H -1.232 7.002 2.989
H -1.285 8.765 3.142
H -4.205 7.663 0.398
H -3.960 8.603 1.868
H -3.634 6.860 1.883
C -1.168 -0.925 5.316
C -0.017 -1.677 5.491
C 1.023 -1.541 4.588
C 0.885 -0.648 3.530
N -0.237 0.049 3.344
C -1.234 -0.088 4.216
C 1.985 -0.402 2.552
C 3.301 -0.726 2.856
C 4.300 -0.455 1.934
C 3.960 0.147 0.736
C 2.629 0.448 0.511
N 1.659 0.176 1.386
H -1.997 -0.992 6.005
H 0.071 -2.365 6.320
H 1.918 -2.134 4.700
H -2.122 0.507 4.026
H 3.551 -1.161 3.812
H 5.330 -0.700 2.159
H 4.700 0.378 -0.017
H 2.321 0.921 -0.414
C 1.504 -2.532 -0.329
C 1.854 -3.890 -0.946
As 1.828 -3.843 -2.936
C 3.084 -2.343 -3.060
C 2.610 -1.132 -3.556
C 3.433 -0.010 -3.597
C 4.741 -0.098 -3.145
C 5.224 -1.306 -2.653
C 4.400 -2.420 -2.608
C 3.075 -5.305 -3.251
C 3.185 -6.390 -2.389
C 4.040 -7.444 -2.692
C 4.786 -7.420 -3.859
C 4.673 -6.344 -4.730
C 3.818 -5.296 -4.431
P -0.240 -2.272 0.167
C -0.439 -3.255 1.681
C -1.675 -3.203 2.326
C -1.905 -3.952 3.469
C -0.895 -4.754 3.987
C 0.342 -4.799 3.360
C 0.572 -4.052 2.212
C -1.239 -3.125 -1.086
C -1.431 -2.497 -2.315
C -2.119 -3.136 -3.332
C -2.628 -4.411 -3.128
C -2.444 -5.043 -1.906
C -1.751 -4.405 -0.886
H 1.766 -1.715 -1.007
H 2.091 -2.350 0.575
H 1.173 -4.677 -0.616
H 2.864 -4.176 -0.647
H 1.596 -1.070 -3.939
H 3.057 0.922 -4.001
H 5.392 0.766 -3.196
H 6.252 -1.383 -2.320
H 4.790 -3.364 -2.243
H 2.605 -6.433 -1.475
H 4.119 -8.283 -2.014
H 5.451 -8.240 -4.095
H 5.250 -6.325 -5.646
H 3.738 -4.461 -5.118
H -2.473 -2.594 1.913
H -2.872 -3.917 3.953
H -1.075 -5.347 4.873
H 1.128 -5.427 3.757
H 1.539 -4.112 1.731
H -1.029 -1.504 -2.486
H -2.247 -2.646 -4.289
H -3.160 -4.916 -3.923
H -2.833 -6.039 -1.746
H -1.609 -4.911 0.061
N -6.996 -2.248 -0.622
C -5.823 -1.614 -0.416
C -5.003 -1.217 -1.485
C -3.811 -0.590 -1.220
N -3.360 -0.320 0.013
C -4.153 -0.687 1.029
C -5.362 -1.320 0.879
H -7.336 -2.418 -1.551
H -7.597 -2.488 0.145
H -5.298 -1.410 -2.508
H -3.168 -0.285 -2.039
H -3.791 -0.457 2.028
H -5.949 -1.585 1.749
Te -0.023 1.312 -2.155
*
```

The LUMO energy is -4.729 eV. For the energy above the lowest of the compared OMol25 structures with the same formula, charge and spin, the calculation gives 0.2 kcal/mol. The value obtained for the HOMO energy is -11.902 eV. As for the total energy: -326113.07511 eV.

Results of the Mulliken charge analysis, in e, for atoms 1 through 8: 1.53, -1.31, 0.64, -1.31, -2.14, 2.44, -2.28, -2.00

[3]
A cluster of 10 separate species, C52H65FN12O3PS2 in total in a non-equilibrium geometry. Source: the OMol25 dataset; level of theory: ωB97M-V with the def2-TZVPD basis set.

Geometry as ORCA input:
```
! wB97M-V def2-TZVPD RIJCOSX def2/J DEFGRID3
* xyz 1 1
C -2.265 5.937 4.916
C -1.360 4.944 4.062
C -2.185 4.261 2.861
C -1.664 4.768 1.412
N -2.173 2.763 2.957
C -0.974 2.060 2.845
C 0.430 2.697 2.640
C 1.175 2.161 1.316
C 1.046 3.169 0.103
S 1.986 2.457 -1.331
C 1.492 3.508 -2.728
S 1.103 5.095 -2.431
N 1.378 3.043 -4.097
C 0.408 1.967 -4.233
C 0.731 0.546 -4.390
C -0.306 -0.485 -4.560
C -1.739 -0.133 -4.602
C -2.067 1.296 -4.422
C -1.025 2.323 -4.249
C 2.660 2.748 -4.714
C 2.622 2.405 -6.160
C 3.802 2.091 -6.947
C 5.112 2.123 -6.279
C 5.173 2.483 -4.860
C 3.964 2.785 -4.055
C -0.933 0.586 2.953
F 0.257 -0.100 2.879
C -2.140 -0.205 3.183
C -1.988 -1.745 3.321
O -3.016 -2.493 2.660
C -2.699 -3.876 2.750
C -2.353 -4.563 3.991
C -2.011 -5.982 4.088
C -2.048 -6.767 2.836
C -2.395 -6.089 1.586
C -2.712 -4.652 1.509
C -3.393 0.567 3.297
C -4.709 -0.258 3.582
C -5.372 -0.810 2.250
O -6.578 -0.746 2.178
C -3.358 2.052 3.181
P -5.036 2.927 3.409
N -6.224 2.205 2.388
O -5.428 2.634 5.062
H -2.049 7.014 4.687
H -3.366 5.777 4.749
H -2.077 5.690 5.998
H -0.407 5.414 3.707
H -1.074 4.097 4.758
H -3.223 4.705 2.956
H -1.682 3.926 0.676
H -2.315 5.599 1.031
H -0.620 5.186 1.471
H 1.071 2.341 3.501
H 0.456 3.807 2.580
H 2.262 2.058 1.589
H 0.721 1.196 0.963
H 1.367 4.210 0.356
H -0.029 3.210 -0.209
H 1.816 0.259 -4.391
H -0.021 -1.560 -4.698
H -2.519 -0.922 -4.764
H -3.151 1.569 -4.460
H -1.380 3.378 -4.139
H 1.631 2.367 -6.679
H 3.655 1.822 -8.020
H 6.010 1.879 -6.897
H 6.199 2.515 -4.409
H 4.055 3.065 -2.982
H -1.002 -2.086 2.886
H -1.904 -1.963 4.430
H -2.335 -3.952 4.931
H -1.731 -6.421 5.075
H -1.803 -7.859 2.904
H -2.392 -6.675 0.631
H -2.947 -4.137 0.542
H -5.441 0.274 4.235
H -4.362 -1.179 4.143
H -4.769 -1.220 1.392
H -5.844 1.810 1.528
H -7.024 2.814 2.226
H -4.551 2.483 5.473
C -4.148 8.526 2.761
C -4.267 7.174 2.223
N -4.365 6.110 1.798
H -5.124 9.006 2.851
H -3.694 8.522 3.753
H -3.531 9.157 2.120
C 0.369 -4.218 -2.344
C 0.004 -3.983 -3.739
N -0.282 -3.797 -4.836
H 1.264 -4.834 -2.263
H 0.569 -3.284 -1.822
H -0.428 -4.731 -1.802
C 9.146 2.264 -7.789
C 8.032 1.662 -8.517
N 7.154 1.190 -9.088
H 9.005 3.338 -7.659
H 9.257 1.826 -6.795
H 10.090 2.120 -8.316
C -3.399 -10.304 0.832
C -2.566 -9.296 0.181
N -1.911 -8.503 -0.331
H -3.995 -10.858 0.106
H -2.793 -11.028 1.379
H -4.090 -9.851 1.545
C 2.802 -1.183 0.348
C 2.707 -2.576 -0.083
N 2.631 -3.671 -0.422
H 1.817 -0.717 0.413
H 3.268 -1.099 1.331
H 3.398 -0.589 -0.346
C 6.690 -0.511 -1.732
C 6.041 0.083 -0.567
N 5.530 0.552 0.350
H 6.033 -0.503 -2.603
H 7.597 0.033 -2.004
H 6.974 -1.550 -1.547
C 4.026 -5.789 1.874
C 4.947 -6.833 1.433
N 5.673 -7.653 1.086
H 3.677 -5.180 1.038
H 3.145 -6.210 2.360
H 4.499 -5.115 2.592
C 7.098 -3.655 1.656
C 7.048 -3.606 0.198
N 7.010 -3.567 -0.950
H 7.951 -3.097 2.045
H 6.198 -3.229 2.101
H 7.187 -4.681 2.017
C -8.372 0.324 -0.242
C -7.570 1.343 -0.912
N -6.939 2.148 -1.436
H -8.934 -0.281 -0.956
H -7.747 -0.356 0.340
H -9.094 0.769 0.444
*
```

The LUMO energy is -4.168 eV. The value obtained for the HOMO energy is -9.515 eV. As for the total energy: -112663.04198 eV.

Results of the Mulliken charge analysis, in e, for atoms 1 through 8: -1.08, -0.34, 0.40, -1.09, 0.48, 0.38, -0.74, -0.25

Question: Among the records above, which one has the highest LUMO energy?
Answer: C52H65FN12O3PS2

Question: Which formula does entry 1 have?
Answer: C52H63F8N10O8S2

Question: Which of these has the highest LUMO energy?
Answer: C52H65FN12O3PS2